Record 1
DFT (ωB97M-V/def2-TZVPD) results for the ion C4H10N3O2 with charge +1 at a distorted geometry.

Positions of all 19 atoms, in Å:
C  0.714  -0.776  -2.119
C  -0.370  1.340  2.214
C  0.201  -1.085  -0.637
C  -0.773  0.015  0.196
N  1.296  -1.280  0.291
N  -1.303  0.619  -1.001
N  0.063  0.943  0.868
O  2.198  -1.991  -0.066
O  -2.419  0.372  -1.261
H  1.282  0.242  -2.279
H  1.384  -1.496  -2.412
H  -0.231  -0.667  -2.768
H  -0.632  0.417  2.775
H  0.341  1.874  2.750
H  -1.288  1.860  2.204
H  -0.099  -2.107  -0.855
H  -1.502  -0.617  0.822
H  0.107  1.769  0.278
H  1.031  0.565  0.998

* maximum force: 0.113 Eh/bohr
* SMILES: C[NH2+][C@@H](N=O)[C@@H](C)N=O
* charge: +1
* multiplicity: 1
* E_tot: -12862.02621 eV
* orbital gap: 0.327 Eh
* molar mass: 132.14 g/mol

natural (NBO) atomic charge list, values in e, 6 entries: atom 1 (C): -0.61, atom 2 (C): -0.42, atom 3 (C): -0.17, atom 4 (C): -0.02, atom 5 (N): 0.08, atom 6 (N): 0.12

Record 2
DFT (ωB97M-V/def2-TZVPD) results for a cluster of 2 separate species, C7H10 in total.

Positions of all 17 atoms, in Å:
C  1.035  -1.087  -1.976
C  -0.160  -0.867  -2.510
C  0.522  0.549  1.034
C  1.178  1.511  0.411
C  -0.508  0.689  2.048
C  -1.593  0.101  1.246
C  -0.260  -0.629  1.370
H  1.833  -0.350  -2.038
H  1.265  -2.005  -1.441
H  -0.388  0.057  -3.036
H  -0.961  -1.598  -2.441
H  2.025  1.451  -0.247
H  0.757  2.491  0.601
H  -0.375  1.001  3.072
H  -1.809  0.567  0.282
H  -2.453  -0.283  1.787
H  -0.073  -1.613  1.777

* maximum force: 0.014 Eh/bohr
* SMILES: C=C1[C@H]2C[C@@H]12.C=C
* multiplicity: 1
* E_tot: -7416.33970 eV
* orbital gap: 0.364 Eh
* molar mass: 94.16 g/mol

natural (NBO) atomic charge list, values in e, 6 entries: atom 1 (C): -0.38, atom 2 (C): -0.39, atom 3 (C): 0.03, atom 4 (C): -0.45, atom 5 (C): -0.25, atom 6 (C): -0.37

Record 3
DFT (ωB97M-V/def2-TZVPD) results for a cluster of 3 separate species, C26H45N6O6 in total at a distorted geometry.

Positions of all 83 atoms, in Å:
O  2.754  4.302  1.273
C  2.691  4.076  -0.068
N  2.630  3.643  -1.400
C  1.564  2.523  -1.348
C  2.107  1.139  -0.673
C  0.858  0.020  -0.622
C  1.041  -1.481  0.025
C  1.515  -1.468  1.599
C  0.363  -0.723  2.509
O  -0.633  -1.787  2.864
C  -0.500  0.662  -1.256
O  -1.701  -0.241  -1.218
N  -2.196  -0.391  -2.461
O  -3.312  0.151  -2.465
N  -0.742  1.998  -1.868
N  0.261  2.912  -1.917
H  3.182  0.931  -0.252
H  1.815  -2.073  -0.623
H  -0.016  -2.025  -0.068
H  2.569  -0.949  1.635
H  1.556  -2.596  1.959
H  -0.207  0.141  1.956
H  0.915  -0.337  3.489
H  -1.264  -1.915  2.096
H  -1.695  2.253  -2.264
C  1.659  4.983  4.566
C  0.855  3.922  5.377
C  0.072  4.569  6.562
C  0.865  4.802  7.842
C  1.672  3.569  8.223
C  2.579  3.090  7.063
N  1.801  2.837  5.800
O  1.053  1.661  5.992
C  3.686  4.160  6.838
C  3.381  1.831  7.519
C  -0.242  3.447  4.359
H  2.738  4.849  4.617
H  1.443  4.928  3.492
H  1.436  6.004  4.893
H  -0.775  3.922  6.829
H  -0.371  5.521  6.245
H  1.516  5.675  7.729
H  0.173  5.048  8.657
H  2.275  3.794  9.111
H  0.983  2.768  8.526
H  4.353  3.875  6.018
H  4.307  4.271  7.737
H  3.297  5.161  6.628
H  2.734  1.013  7.849
H  4.035  2.068  8.369
H  4.022  1.459  6.710
H  0.203  2.912  3.510
H  -0.792  4.306  3.954
H  -0.990  2.791  4.820
C  -0.726  -3.715  -8.112
C  -1.154  -4.742  -7.020
C  -2.449  -5.514  -7.427
C  -3.767  -4.808  -7.141
C  -3.795  -4.239  -5.729
C  -2.579  -3.321  -5.453
N  -1.270  -4.016  -5.712
O  -1.077  -4.952  -4.680
C  -2.723  -2.045  -6.332
C  -2.670  -2.767  -3.996
C  -0.001  -5.807  -7.056
H  -0.774  -2.679  -7.783
H  0.324  -3.843  -8.406
H  -1.333  -3.804  -9.019
H  -2.479  -6.472  -6.889
H  -2.413  -5.774  -8.492
H  -3.944  -4.021  -7.882
H  -4.593  -5.521  -7.260
H  -4.731  -3.688  -5.582
H  -3.821  -5.068  -5.009
H  -1.881  -1.363  -6.182
H  -3.637  -1.495  -6.070
H  -2.806  -2.254  -7.403
H  -2.718  -3.561  -3.243
H  -3.576  -2.161  -3.862
H  -1.811  -2.125  -3.765
H  0.951  -5.379  -6.718
H  0.150  -6.179  -8.078
H  -0.219  -6.685  -6.437

* maximum force: 0.234 Eh/bohr
* charge: +1
* multiplicity: 3
* E_tot: -48891.43134 eV
* orbital gap (spin up / spin down): 0.174 / 0.197 Eh
* molar mass: 537.68 g/mol

Löwdin atomic charge list, values in e, 6 entries: atom 1 (O): 0.05, atom 2 (C): 0.00, atom 3 (N): 0.10, atom 4 (C): -0.17, atom 5 (C): 0.18, atom 6 (C): 0.03

Record 4
DFT (ωB97M-V/def2-TZVPD) results for an isolated molecule of C3H8OS at a distorted geometry.

Positions of all 13 atoms, in Å:
C  1.082  0.650  -0.207
C  -0.312  0.494  0.413
C  -1.069  -0.808  0.000
H  3.445  -0.139  0.298
H  0.989  0.564  -1.263
H  1.764  1.598  0.031
H  -0.913  1.328  0.004
H  -0.399  0.535  1.537
H  -0.882  -1.565  0.746
H  -0.737  -1.051  -0.964
H  -2.800  -0.150  -0.724
O  -2.442  -0.639  0.056
S  2.273  -0.816  0.074

* maximum force: 0.055 Eh/bohr
* SMILES: OCCCS
* multiplicity: 1
* E_tot: -16122.42641 eV
* orbital gap: 0.363 Eh
* molar mass: 92.16 g/mol

natural (NBO) atomic charge list, values in e, 6 entries: atom 1 (C): -0.47, atom 2 (C): -0.45, atom 3 (C): -0.05, atom 4 (H): 0.14, atom 5 (H): 0.20, atom 6 (H): 0.24

Record 5
DFT (ωB97M-V/def2-TZVPD) results for a structure of composition H20O10 at a distorted geometry.

Positions of all 30 atoms, in Å:
O  0.419  -1.016  2.343
H  0.496  -0.071  2.212
H  0.480  -1.133  3.291
O  1.099  -0.738  -0.310
H  1.218  -1.138  0.551
H  1.834  -0.130  -0.396
O  -1.060  -1.154  0.998
H  -0.873  -1.877  0.400
H  -0.508  -1.324  1.761
O  -2.514  1.075  -0.655
H  -2.689  1.775  -1.284
H  -1.559  1.035  -0.600
O  1.446  -1.509  -2.114
H  1.331  -2.457  -2.044
H  1.384  -1.193  -1.213
O  1.128  0.984  -2.739
H  0.256  0.675  -2.492
H  1.642  0.184  -2.853
O  -0.006  0.809  1.779
H  0.804  1.241  2.051
H  -0.700  1.302  2.218
O  -0.494  -2.191  -0.816
H  -0.312  -1.464  -1.412
H  -1.305  -2.576  -1.149
O  -0.624  2.986  0.739
H  -0.457  3.798  1.218
H  0.242  2.594  0.622
O  -0.465  0.720  -0.255
H  0.068  -0.027  -0.528
H  -0.280  0.819  0.679

* maximum force: 0.259 Eh/bohr
* multiplicity: 1
* E_tot: -20785.15180 eV
* orbital gap: 0.279 Eh
* molar mass: 180.15 g/mol

natural (NBO) atomic charge list, values in e, 6 entries: atom 1 (O): -0.93, atom 2 (H): 0.44, atom 3 (H): 0.47, atom 4 (O): -0.81, atom 5 (H): 0.54, atom 6 (H): 0.52

Record 6
DFT (ωB97M-V/def2-TZVPD) results for an isolated molecule of C3F3N3 at a distorted geometry.

Positions of all 9 atoms, in Å:
F  2.280  0.019  1.348
F  -0.899  -2.205  -1.284
F  -1.037  2.386  -0.269
N  0.711  -1.127  0.004
N  0.249  0.955  0.852
N  -1.212  0.028  -0.660
C  1.039  -0.057  0.761
C  -0.440  -1.075  -0.689
C  -0.691  1.075  -0.063

* maximum force: 0.057 Eh/bohr
* SMILES: Fc1nc(F)nc(F)n1
* multiplicity: 1
* E_tot: -15733.10556 eV
* orbital gap: 0.415 Eh
* molar mass: 135.05 g/mol

natural (NBO) atomic charge list, values in e, 6 entries: atom 1 (F): -0.28, atom 2 (F): -0.27, atom 3 (F): -0.28, atom 4 (N): -0.54, atom 5 (N): -0.54, atom 6 (N): -0.54

> The lowest molar mass belongs to which entry?

C3H8OS

What did the fourth record say?
DFT (ωB97M-V/def2-TZVPD) results for an isolated molecule of C3H8OS at a distorted geometry.

Positions of all 13 atoms, in Å:
C  1.082  0.650  -0.207
C  -0.312  0.494  0.413
C  -1.069  -0.808  0.000
H  3.445  -0.139  0.298
H  0.989  0.564  -1.263
H  1.764  1.598  0.031
H  -0.913  1.328  0.004
H  -0.399  0.535  1.537
H  -0.882  -1.565  0.746
H  -0.737  -1.051  -0.964
H  -2.800  -0.150  -0.724
O  -2.442  -0.639  0.056
S  2.273  -0.816  0.074

* maximum force: 0.055 Eh/bohr
* SMILES: OCCCS
* multiplicity: 1
* E_tot: -16122.42641 eV
* orbital gap: 0.363 Eh
* molar mass: 92.16 g/mol

natural (NBO) atomic charge list, values in e, 6 entries: atom 1 (C): -0.47, atom 2 (C): -0.45, atom 3 (C): -0.05, atom 4 (H): 0.14, atom 5 (H): 0.20, atom 6 (H): 0.24